(1)
16
Properties=species:S:1:pos:R:3:forces:R:3:lowdin_spin:R:1 method="wB97M-V/def2-TZVPD" orbital_gap_ev="5.88 / 7.42" de_lowest_ev=0.808 spin_multiplicity=3 e_lumo_ev="0.75 / -2.17"
C 0.96869 0.30933 0.83605 6.72 -1.92 8.75 0.682
C 0.23868 0.41780 -0.23368 -7.43 3.28 -10.23 0.676
C 0.07674 1.97212 -0.84777 0.77 -4.38 2.28 0.094
C 1.13658 -0.81894 1.80443 -0.30 -1.02 2.64 0.120
C -0.57030 -0.63597 -0.95280 1.62 -2.04 2.14 0.112
N -0.80468 2.15322 -1.82224 -2.53 -1.72 -1.96 0.037
O 0.82778 2.85090 -0.49597 0.55 0.41 0.57 0.077
H 1.62844 1.12714 1.03455 0.54 0.40 -0.10 0.035
H 0.83823 -1.87967 1.43805 0.50 1.82 0.48 0.009
H 2.15261 -0.89114 2.43398 -1.61 0.31 -2.20 0.018
H 0.51648 -0.64776 2.79258 0.23 -0.34 -1.62 0.061
H 0.01334 -1.53675 -1.34342 -0.01 1.37 -0.36 0.037
H -1.12697 -1.32748 -0.22850 -0.01 1.36 -0.28 0.039
H -1.23293 -0.22366 -1.67096 -0.42 -0.19 -0.56 -0.001
H -1.43965 1.39316 -2.25605 1.86 2.34 1.15 0.000
H -0.63209 3.02874 -2.26821 -0.47 0.32 -0.69 0.002

(2)
17
Properties=species:S:1:pos:R:3:forces:R:3:lowdin_charge:R:1 method="wB97M-V/def2-TZVPD" orbital_gap_ev="7.88 / 7.77" de_lowest_ev=4.117 e_lumo_ev="0.72 / 0.71"
C -1.37958 1.34997 -0.21059 1.84 2.99 0.72 -0.282
C 0.04208 -0.47260 -0.39118 0.00 3.40 -0.41 -0.091
C 0.94027 0.79828 -0.24432 -3.92 -0.38 -0.82 -0.341
C 1.54940 0.99169 1.04767 0.74 1.08 -0.43 -0.059
C -2.41418 -0.90520 -0.22561 -1.36 1.68 0.17 -0.031
N -1.30991 0.05884 -0.15721 0.48 -3.50 -1.04 -0.158
O -2.23860 2.17105 -0.03061 0.29 -0.86 -0.46 0.065
O 1.67873 1.23237 -1.33538 0.18 -0.04 1.24 0.018
H 0.22054 -0.77254 -1.38693 -0.30 -0.97 -1.29 0.110
H 0.16418 -1.24130 0.31618 0.81 -1.11 0.87 0.107
H 2.20202 0.17523 1.22199 1.94 -0.46 -0.05 0.085
H 0.95854 0.87476 1.89544 -1.88 0.30 1.16 0.072
H 1.93961 2.00814 1.01187 0.75 -0.17 0.75 0.099
H -2.58680 -1.28608 -1.28370 -0.21 0.85 1.25 0.108
H -2.11687 -1.74988 0.35157 0.01 -0.71 0.60 0.057
H -3.27740 -0.34546 0.32185 1.04 -1.43 -1.49 0.127
H 2.25346 1.93618 -0.95308 -0.40 -0.67 -0.78 0.113

(3)
17
Properties=species:S:1:pos:R:3:forces:R:3:lowdin_charge:R:1 method="wB97M-V/def2-TZVPD" orbital_gap_ev=9.47 de_lowest_ev=1.119 e_lumo_ev=0.76
C 0.51506 -0.68238 2.00514 0.55 -0.56 -0.61 -0.057
C 0.00413 0.63197 1.34158 1.05 -1.07 2.45 -0.424
C -1.17261 0.35463 0.47656 0.79 0.18 -1.30 -0.076
C -1.03069 0.05275 -0.82258 -1.33 -0.11 -0.54 -0.132
C 0.20874 -0.56495 -2.87170 -1.40 0.66 1.57 -0.350
H 1.39295 -0.50266 2.64030 -0.31 0.26 -0.07 0.075
H 0.89202 -1.37736 1.20852 -0.55 0.50 0.55 0.091
H -0.23380 -1.21117 2.61335 0.05 0.31 -0.37 0.080
H -0.26031 1.27821 2.21440 -0.01 -0.06 -0.82 0.142
H 0.99970 2.06281 0.44460 0.23 -0.46 0.03 0.112
H -2.16967 0.34279 0.89167 0.06 0.21 0.08 0.104
H -1.95630 -0.06246 -1.41929 0.66 -0.20 0.31 0.122
H 1.00661 0.09932 -1.07826 0.02 0.07 -0.24 0.128
H -0.75457 -0.87578 -3.30432 -0.21 0.05 0.20 0.131
N 0.13774 -0.08700 -1.56765 -0.17 -0.20 0.05 0.061
O 1.20065 1.14650 0.71001 -1.11 0.70 -0.25 -0.068
O 1.22036 -0.60522 -3.48233 1.69 -0.27 -1.04 0.060

(4)
17
Properties=species:S:1:pos:R:3:forces:R:3:lowdin_charge:R:1 method="wB97M-V/def2-TZVPD" orbital_gap_ev=11.11 de_lowest_ev=4.745 smiles="C[C@@H]1C([N+](=O)[O-])[C@H]1C" e_lumo_ev=0.56
C -0.11104 0.38244 1.02046 -0.32 1.03 -2.47 -0.100
C 0.89876 0.01793 -0.09174 1.77 -1.16 1.51 -0.234
C -0.47948 0.33047 -0.47400 -0.39 -1.74 -0.54 -0.272
C 1.51240 -1.40382 -0.18909 -0.32 0.74 -0.45 -0.057
C -0.94687 1.43855 -1.31783 -1.90 2.60 -2.10 -0.084
N -0.80873 -0.57928 1.81237 0.27 -0.50 0.40 -0.392
O -1.02175 -0.29822 2.96540 -0.15 0.45 0.86 0.086
O -1.13372 -1.62680 1.30332 -0.16 -0.76 -0.33 0.069
H -0.11840 1.38211 1.41629 0.28 -0.10 0.52 0.153
H 1.79581 0.65186 -0.09696 -1.08 0.82 -0.30 0.142
H -1.04217 -0.62232 -0.71416 0.72 1.14 0.50 0.161
H 0.66802 -2.06433 -0.46929 0.99 -0.20 0.26 0.073
H 1.99230 -1.66998 0.79487 -0.48 0.01 -1.16 0.096
H 2.29689 -1.31824 -1.01614 -1.06 -0.56 1.15 0.095
H -1.22868 1.16634 -2.37236 0.84 -0.56 0.81 0.089
H -0.31618 2.33728 -1.49002 0.11 -0.71 0.64 0.085
H -1.95716 1.87602 -1.08112 0.88 -0.50 0.71 0.090

(5)
17
Properties=species:S:1:pos:R:3:forces:R:3:lowdin_charge:R:1 method="wB97M-V/def2-TZVPD" orbital_gap_ev=8.98 de_lowest_ev=4.355 smiles=C[C@]12O[C@]1(C)C2(N)O e_lumo_ev=0.72
C -1.76648 0.34476 0.84134 -0.29 0.31 -0.01 -0.004
C 0.16878 -1.61900 -1.10109 -0.41 -0.13 -0.95 -0.020
C 0.87852 0.72643 0.11877 -2.15 1.73 -1.70 -0.441
C -0.68940 0.70249 -0.11894 0.66 -0.99 2.22 -0.452
C 0.19799 -0.15969 -0.87818 -0.95 0.92 0.07 -0.124
N 1.46349 0.16248 1.28541 0.05 -0.16 0.09 0.146
O 1.49618 1.90203 -0.30098 0.41 0.02 -0.13 0.030
O -0.91990 1.05324 -1.44248 2.83 -1.76 0.65 0.049
H 0.88640 2.30238 -0.95620 0.41 -0.34 0.44 0.112
H 2.34136 0.59933 1.55143 -0.38 0.34 -0.31 0.098
H 1.64275 -0.83419 1.26899 -0.28 0.06 -0.36 0.088
H -2.24578 1.26261 1.19216 -0.08 -0.12 0.07 0.083
H -1.36860 -0.17736 1.71596 0.09 0.08 -0.17 0.083
H -2.53140 -0.27559 0.36525 0.06 0.00 0.01 0.086
H 1.17130 -2.01550 -1.27689 -0.09 0.07 -0.06 0.084
H -0.29272 -2.16063 -0.26829 0.00 0.15 0.00 0.088
H -0.43249 -1.81377 -1.99627 0.12 -0.19 0.14 0.095

(6)
17
Properties=species:S:1:pos:R:3:forces:R:3:lowdin_charge:R:1 method="wB97M-V/def2-TZVPD" orbital_gap_ev=4.18 de_lowest_ev=8.408 e_lumo_ev=-4.14
O 2.63957 0.75222 -0.48932 -0.90 1.86 -0.89 -0.111
C 1.91977 1.58291 -1.13455 -0.58 -2.52 0.21 -0.518
O 0.64775 1.70966 -1.13674 0.78 -0.04 0.16 -0.102
C -0.96817 -0.70485 -0.79895 0.84 -5.90 0.86 -0.158
C 0.32605 -0.92689 -0.11079 -0.80 1.86 1.77 -0.164
C 0.38210 0.17752 1.01927 -1.61 -0.68 1.38 -0.111
C -0.51561 0.20024 2.04177 0.64 0.05 -1.66 0.023
N -2.00076 -1.47117 -0.03144 0.97 2.37 -2.35 0.237
H 2.38420 2.11419 -1.95399 0.73 0.87 -0.31 0.106
H -0.99296 -0.78675 -1.88495 -0.48 1.07 -0.03 0.160
H 0.34004 -1.90797 0.30363 -0.16 -0.75 0.57 0.110
H 1.19471 -0.81305 -0.67357 1.20 0.52 -1.26 0.073
H 1.10474 0.96884 0.86156 0.20 -0.47 0.12 0.080
H -0.52799 0.91977 2.86940 0.21 -0.32 -0.47 0.067
H -1.38196 -0.46297 1.93981 0.15 -0.01 0.47 0.040
H -2.90907 -1.33854 -0.53313 0.48 -0.25 0.12 0.098
H -1.64242 -0.01315 -0.28802 -1.68 2.34 1.33 0.168